This record from the OMol25 dataset describes C4H6N4 in the gas phase. The level of theory is ωB97M-V/def2-TZVPD.

Gap between HOMO and LUMO = 9.0 eV
SMILES = CN1C=NC=NN=C1
Multiplicity = 1
Net charge = 0
F_max = 0.1151 hartree/bohr

```
14
C4H6N4 (ωB97M-V/def2-TZVPD)
N 1.50 -1.50 -0.34
N -0.54 -0.24 0.02
N 2.44 -0.69 0.33
N 1.28 1.29 -0.53
C 0.26 -1.32 -0.28
C 2.22 0.59 0.25
C -1.92 -0.14 0.18
C 0.05 1.07 -0.25
H -0.82 1.94 -0.37
H -2.16 0.78 0.68
H -2.36 -0.73 1.13
H -2.66 -0.41 -0.60
H 3.09 1.26 0.67
H -0.39 -1.90 -0.90
```

Here are the natural (NBO) charges for atoms 1 to 2, given in e: -0.27 -0.49

=====

This record from the OMol25 dataset describes C4H6N4 in the gas phase. The level of theory is ωB97M-V/def2-TZVPD.

Gap between HOMO and LUMO = 9.8 eV
SMILES = [H]/N=C\NC1=NC=NC1
Multiplicity = 1
Net charge = 0
F_max = 0.1205 hartree/bohr

```
14
C4H6N4 (ωB97M-V/def2-TZVPD)
N 1.12 0.41 -0.25
N -0.78 -1.09 -0.16
N -2.48 0.38 0.13
N 3.32 -0.08 0.10
C -0.25 0.12 -0.19
C -1.25 1.18 0.11
C 2.14 -0.48 0.20
C -2.22 -0.85 -0.03
H -1.26 2.24 -0.51
H 1.27 1.33 -0.23
H 1.74 -1.36 0.59
H -2.83 -1.82 0.10
H -1.12 1.57 1.11
H 3.37 0.90 -0.37
```

Here are the natural (NBO) charges for atoms 1 to 2, given in e: -0.61 -0.54

=====

This record from the OMol25 dataset describes a 2-piece molecular cluster, C4H6N4O2 overall. The level of theory is ωB97M-V/def2-TZVPD.

Gap between HOMO and LUMO = 10.1 eV
SMILES = Cn1nc(C#N)nc1O.O
Multiplicity = 1
Net charge = 0
F_max = 0.0417 hartree/bohr

```
16
C4H6N4O2 (ωB97M-V/def2-TZVPD)
O 1.96 -1.14 1.68
O -0.73 0.44 -4.85
N 0.16 0.30 1.50
N -2.22 -0.58 -2.33
N -0.82 0.58 0.63
N 0.55 -1.00 -0.23
C 0.27 0.96 2.78
C 0.96 -0.66 0.98
C -0.55 -0.23 -0.38
C -1.44 -0.32 -1.52
H 2.45 -1.88 1.23
H -0.62 0.77 3.38
H -1.52 -0.06 -4.52
H 1.15 0.56 3.30
H 0.40 2.04 2.63
H 0.00 0.23 -4.27
```

Here are the natural (NBO) charges for atoms 1 to 2, given in e: -0.66 -0.95

=====

This record from the OMol25 dataset describes an isolated ion of composition C4H6N5O and charge +1. The level of theory is ωB97M-V/def2-TZVPD.

Gap between HOMO and LUMO (spin up / spin down) = 7.5 / 7.5 eV
SMILES = NC1=N/C(=C\N=N\O)C=[NH+]1
Multiplicity = 1
Net charge = +1
F_max = 0.0700 hartree/bohr

```
16
C4H6N5O (ωB97M-V/def2-TZVPD)
O -2.61 -1.98 0.15
N -2.54 0.27 -0.06
N 2.08 -1.47 -0.58
N 1.82 0.85 -0.06
N -2.48 -0.87 -0.50
N -0.10 -0.41 -0.24
C 0.81 1.70 0.21
C -0.37 0.91 0.05
C -1.75 1.25 0.19
C 1.20 -0.46 -0.32
H 2.82 0.95 0.19
H -2.61 -1.82 1.06
H 3.04 -1.31 -0.41
H -2.22 2.11 0.49
H 1.81 -2.41 -0.38
H 1.09 2.69 0.21
```

Here are the natural (NBO) charges for atoms 1 to 2, given in e: -0.36 -0.14

=====

This record from the OMol25 dataset describes C4H6NO as an isolated structure. The level of theory is ωB97M-V/def2-TZVPD.

Gap between HOMO and LUMO = 9.5 eV
Multiplicity = 1
Net charge = +1
F_max = 0.0961 hartree/bohr

```
12
C4H6NO (ωB97M-V/def2-TZVPD)
O 0.52 -1.55 -0.32
N 1.53 0.60 -0.26
C 0.17 -0.17 -0.13
C -1.86 -0.04 0.02
C -0.94 0.34 -0.95
C -0.90 0.20 0.96
H -2.93 -0.28 -0.07
H 1.39 1.57 -0.56
H -1.01 1.01 1.76
H 1.89 -0.04 -1.06
H 2.14 0.57 0.50
H 0.01 -2.22 0.13
```

Here are the natural (NBO) charges for atoms 1 to 2, given in e: -0.72 -0.71

=====

This record from the OMol25 dataset describes an isolated ion of composition C4H6NO and charge +1. The level of theory is ωB97M-V/def2-TZVPD.

Gap between HOMO and LUMO = 7.4 eV
Multiplicity = 1
Net charge = +1
F_max = 0.0847 hartree/bohr

```
12
C4H6NO (ωB97M-V/def2-TZVPD)
O -1.61 -0.17 0.03
N 1.26 -0.21 0.03
C -1.13 1.02 0.04
C 0.51 -1.30 0.00
C -0.82 -1.28 -0.05
C 0.46 1.07 -0.04
H -1.82 1.99 0.13
H -1.49 -2.10 -0.12
H 1.03 -2.22 0.07
H 0.85 1.96 0.61
H 2.16 -0.30 0.35
H 0.60 1.54 -1.04
```

Here are the natural (NBO) charges for atoms 1 to 2, given in e: -0.29 -0.53